# 1
Molecular formula: FSr2
Method: DFT, ωB97M-V/def2-TZVPD

Structure (XYZ):
```
3
Properties=species:S:1:pos:R:3:forces:R:3
Sr 0.1316 -2.2594 -1.0752 -0.6902 0.7102 0.6620
Sr 0.3510 2.4228 0.9065 -0.6580 -0.8373 -0.0430
F -0.4826 -0.1635 0.1687 1.3482 0.1270 -0.6191
```
Positions in Å, forces in eV/Å.

LUMO, eV: -12.54
Charge: +3
HOMO energy, eV: -23.94

# 2
Molecular formula: FeH12O6
Method: DFT, ωB97M-V/def2-TZVPD

Structure (XYZ):
```
19
Properties=species:S:1:pos:R:3:forces:R:3
Fe -0.1533 0.0109 -0.0354 0.6994 -0.7024 -0.0414
O 1.0727 -1.0969 1.3064 0.2039 0.0785 -0.3438
H 1.2467 -0.6246 2.1206 0.1596 0.4794 0.6268
H 1.0776 -2.0202 1.5588 -0.0335 -0.7512 -0.0216
O -1.2240 -1.8301 -0.3372 0.0453 0.4993 -0.0147
H -1.0475 -2.6774 0.0717 0.2455 -0.5272 0.5061
H -1.8028 -2.0340 -1.0718 -0.4252 0.0931 -0.6030
O 1.2993 1.5511 0.2550 -0.3416 -0.0670 -0.0401
H 1.2153 2.2593 -0.3834 -0.2048 0.6890 -0.5063
H 2.1803 1.6553 0.6146 0.6412 -0.1747 0.5299
O -1.2329 0.6130 1.6559 -0.0762 -0.0390 -0.3775
H -1.2038 1.3607 2.2529 0.2677 0.8437 0.2500
H -1.7898 -0.0268 2.0996 -0.5104 -0.7305 0.2204
O 1.2907 -0.4893 -1.6621 -0.3648 0.0996 0.2068
H 2.0799 0.0518 -1.6387 0.4580 0.3949 0.1599
H 1.4427 -1.1043 -2.3796 -0.2356 -0.5210 -0.3177
O -1.2531 1.1832 -1.3387 -0.2258 -0.1042 0.0719
H -1.1305 1.7066 -2.1308 0.4487 0.2420 -0.6878
H -2.0675 1.5117 -0.9577 -0.7514 0.1978 0.3821
```
Positions in Å, forces in eV/Å.

LUMO (spin up / spin down), eV: -2.90 / -3.37
<S²>: 8.756
Charge: +1
HOMO energy (spin up / spin down), eV: -6.53 / -13.04
Spin multiplicity: 6

# 3
Molecular formula: H10KO5
Method: DFT, ωB97M-V/def2-TZVPD

Structure (XYZ):
```
16
Properties=species:S:1:pos:R:3:forces:R:3
K -0.1261 -0.6714 -0.2015 -0.2944 0.1731 0.0436
O 1.3293 -1.0095 -2.7660 -0.1091 -0.1483 0.1116
H 1.8348 -1.8119 -2.9509 -0.0470 0.1590 -0.0414
H 1.0099 -0.7120 -3.6279 0.0742 -0.0176 0.1311
O 1.2141 0.4964 2.1157 -0.2093 -0.1121 -0.3447
H 1.8271 0.4990 1.3731 0.2816 0.2697 0.2472
H 0.9914 1.4263 2.2534 0.0587 -0.1406 0.0383
O -1.0399 -2.4453 1.9230 0.2805 -0.0768 -0.4796
H -0.2814 -2.7944 2.4112 -0.2313 0.0390 0.0489
H -1.4322 -3.2111 1.4813 0.0077 0.0478 0.2871
O 0.8533 2.0627 -0.8511 0.1164 -0.0979 0.2041
H 1.8052 2.1376 -1.0021 -0.1860 0.0862 -0.1248
H 0.5559 2.9626 -0.6648 0.0808 -0.1222 -0.0708
O -2.6467 0.7127 0.0412 0.2321 0.1172 0.0275
H -2.5382 1.6327 -0.2308 -0.1648 -0.1232 0.0225
H -3.3565 0.7256 0.6962 0.1099 -0.0535 -0.1005
```
Positions in Å, forces in eV/Å.

LUMO, eV: -3.27
Charge: +1
HOMO energy, eV: -15.32

# 4
Molecular formula: H10KO9P
Method: DFT, ωB97M-V/def2-TZVPD

Structure (XYZ):
```
21
Properties=species:S:1:pos:R:3:forces:R:3
K 0.1653 0.9183 -1.2244 -0.0917 -0.2133 0.4956
P -0.1520 -1.1767 1.2101 0.5835 -1.7181 2.1401
O 0.1275 -2.2654 2.2812 -0.5085 1.0446 -1.2031
O -1.2996 -1.5857 0.2277 -0.0855 0.4899 -0.6837
O 1.1693 -0.9346 0.3708 0.0684 0.5004 -0.8076
O -0.5097 0.1885 1.8822 -0.5480 1.0206 -0.6545
O 1.1262 2.1299 1.2928 -0.1219 0.7863 -0.3297
H 0.3766 1.4929 1.5314 0.2987 -0.8272 0.3669
H 0.7409 3.0118 1.3593 -0.0318 -0.1650 0.0307
O 3.4594 0.2567 -0.3719 -0.4406 -0.0673 -0.1551
H 4.1140 -0.1903 0.1662 -0.0761 -0.0826 0.1000
H 2.5814 -0.1398 -0.0519 0.3794 0.0547 0.2277
O 0.8495 -1.7626 -2.0152 -0.0089 0.2751 -1.0501
H 1.0699 -1.3690 -1.1031 -0.1357 -0.8171 0.6168
H -0.0173 -2.1645 -1.8769 0.1091 0.1325 0.4406
O -1.9168 2.1237 0.2252 -0.2999 0.1478 -0.0116
H -1.6579 1.4580 0.9102 0.3011 -0.3265 0.0663
H -2.6136 1.6836 -0.2822 0.2056 -0.1792 0.0878
O -2.5582 -0.1569 -1.5382 -0.2697 0.2383 -0.2593
H -2.8941 -0.7698 -2.1969 0.0596 -0.0278 0.0846
H -2.1607 -0.7481 -0.7966 0.6127 -0.2660 0.4977
```
Positions in Å, forces in eV/Å.

LUMO, eV: 4.23
Charge: -2
HOMO energy, eV: 0.06

# 5
Molecular formula: H10LiO13S2
Method: DFT, ωB97M-V/def2-TZVPD

Structure (XYZ):
```
26
Properties=species:S:1:pos:R:3:forces:R:3
Li -0.0412 0.0886 -0.5064 0.2159 0.5473 0.3669
S 1.9676 2.5530 -1.0811 2.2341 2.5988 0.5815
O 0.8600 3.4754 -1.2673 -1.7771 1.0911 0.1752
O 1.3952 1.2127 -0.9616 -1.6103 -3.8184 -0.3529
O 2.8722 2.6808 -2.2161 0.4910 -0.7462 -1.4873
O 2.7446 2.7888 0.1358 -0.1314 0.3247 0.8827
S 1.0126 -1.6310 1.7830 -0.2251 -1.6284 -1.6995
O 1.9879 -0.5489 1.6177 1.1540 0.4740 -0.2741
O 1.5858 -2.8716 1.1786 -0.5768 1.4576 0.0261
O 0.8600 -1.8554 3.1878 -0.6590 -0.1322 1.7831
O -0.2590 -1.2019 1.1279 1.3889 -0.5404 -0.1317
O -2.7471 -1.6102 0.6614 -1.6174 -0.1772 -0.4511
H -2.7432 -2.3685 1.2456 0.1749 -0.0185 0.1197
H -1.8499 -1.2780 0.6935 0.6013 -0.1161 0.1538
O 1.4080 -0.6161 -2.8647 -0.3699 -1.8798 -1.3694
H 1.0965 -0.1723 -3.6536 0.1649 0.3370 -0.1189
H 1.4012 0.0621 -2.1893 0.6140 1.6390 1.1467
O -1.3968 1.3708 0.2032 -0.3339 -0.1655 -0.0322
H -2.1521 1.3516 0.7909 -0.1083 -0.2804 0.3490
H -1.5156 2.1672 -0.3143 0.6316 0.4384 -0.3120
O -1.1872 0.3615 3.0277 -0.8367 0.9065 0.8797
H -0.8017 0.1243 2.1843 0.2517 -0.1692 -0.2820
H -1.0740 -0.4183 3.5712 0.2151 -0.2023 -0.0472
O -1.0808 -0.9644 -1.8303 -0.5594 -0.0752 -0.1482
H -1.8992 -1.4046 -2.0597 -0.3312 0.0431 0.5002
H -0.4443 -1.2956 -2.4639 0.9992 0.0923 -0.2581
```
Positions in Å, forces in eV/Å.

LUMO (spin up / spin down), eV: 4.47 / 2.47
<S²>: 0.763
Charge: -2
HOMO energy (spin up / spin down), eV: -0.67 / -0.63
Spin multiplicity: 2

# 6
Molecular formula: H10LiO5
Method: DFT, ωB97M-V/def2-TZVPD

Structure (XYZ):
```
16
Properties=species:S:1:pos:R:3:forces:R:3
Li 0.4409 -0.3125 0.0609 0.3168 -0.0874 0.0029
O -1.6870 2.9549 0.4825 0.0594 -0.2535 0.1020
H -1.9267 2.7948 1.4033 -0.0106 0.0744 -0.1464
H -1.3108 2.1260 0.1594 -0.0454 0.2513 0.0550
O 0.8119 -0.6674 2.0306 -0.1636 0.0973 0.0109
H 0.2555 -1.2483 2.5650 0.1157 0.0525 -0.0726
H 1.4013 -0.2351 2.6630 -0.0399 -0.0292 -0.1688
O -1.2770 -1.2728 -0.2180 -0.0094 -0.1874 -0.1412
H -1.9218 -1.6190 0.4134 0.0965 0.1208 -0.0578
H -1.4999 -1.6990 -1.0569 -0.0309 0.0779 0.1424
O 1.9586 -1.4199 -0.9007 -0.3843 -0.0661 -0.1473
H 1.5387 -2.1698 -1.3434 0.2275 0.0094 0.0931
H 2.7902 -1.2877 -1.3736 -0.0887 0.0797 0.1426
O 0.1189 1.2242 -1.2585 0.0352 -0.2832 -0.1138
H -0.4761 1.0133 -1.9921 0.0632 0.1507 0.1329
H 0.7835 1.8184 -1.6350 -0.1416 -0.0070 0.1661
```
Positions in Å, forces in eV/Å.

LUMO, eV: -3.61
Charge: +1
HOMO energy, eV: -14.15

# 7
Molecular formula: H10NO3
Method: DFT, ωB97M-V/def2-TZVPD

Structure (XYZ):
```
14
Properties=species:S:1:pos:R:3:forces:R:3
N -0.3969 -0.4437 0.1977 1.4448 0.2575 -0.2307
H -0.9009 0.3450 0.5532 -0.8497 1.2042 0.1161
H -0.8549 -1.2665 0.4713 -0.8058 -1.5399 0.6683
H 0.5451 -0.4291 0.6166 0.2668 -0.2330 -0.0613
H -0.3091 -0.4770 -0.8194 0.0525 0.3741 -0.6126
H -2.6707 1.8279 1.8256 1.0818 -0.4066 -0.7514
H -1.7838 2.7881 1.0699 0.2613 -0.9518 -0.0978
O -1.8699 1.8210 1.2354 -1.2725 1.2396 0.8141
H -0.6513 -0.8829 -3.3322 0.2804 0.1514 0.5227
H 0.8310 -0.4593 -3.2022 -1.5135 -0.2532 1.2140
O 0.0000 -0.6182 -2.6538 1.1784 0.1002 -1.5898
H 2.7126 -0.2621 1.9779 -1.0491 -0.5425 -1.3390
H 3.0472 -1.2483 0.8914 -0.3701 -0.0822 -0.3150
O 2.3016 -0.6949 1.1685 1.2949 0.6823 1.6625
```
Positions in Å, forces in eV/Å.

LUMO, eV: -2.99
Charge: +1
HOMO energy, eV: -15.89

# 8
Molecular formula: H10NO3
Method: DFT, ωB97M-V/def2-TZVPD

Structure (XYZ):
```
14
Properties=species:S:1:pos:R:3:forces:R:3
N 1.3558 -0.4493 -1.0557 0.3669 -1.9310 0.2964
H 1.4870 -1.4514 -1.2552 -0.1636 0.1124 -0.0285
H 0.3551 -0.3196 -0.9019 0.0462 0.4231 0.0223
H 1.8943 -0.2639 -0.2062 -0.0050 0.5634 -0.0247
H 1.7612 0.0467 -1.8325 -0.1009 0.7327 -0.3653
H -2.4835 -1.8837 -0.1664 -0.1036 0.7354 0.0077
H -1.6336 -0.9272 -1.1686 -1.0975 0.3804 0.3973
O -1.8051 -1.8056 -0.8382 1.1807 -1.0317 -0.5172
H 1.3367 2.2879 1.1652 0.1162 0.0725 -0.0194
H 1.0910 0.7933 1.1666 -0.2815 0.3599 0.5361
O 1.7879 1.4451 1.0362 -0.1053 -0.4125 -0.2812
H -2.3534 1.0066 0.8790 -0.0775 0.0983 0.4391
H -1.3455 0.7357 2.0658 -0.5327 0.0911 0.0828
O -1.4479 0.7856 1.1119 0.7576 -0.1940 -0.5455
```
Positions in Å, forces in eV/Å.

LUMO, eV: -3.98
Charge: +1
HOMO energy, eV: -15.43

# 9
Molecular formula: H10NaO5
Method: DFT, ωB97M-V/def2-TZVPD

Structure (XYZ):
```
16
Properties=species:S:1:pos:R:3:forces:R:3
Na 0.1087 0.0599 -0.3233 -0.2377 -0.2877 0.2289
O -0.5085 -1.1143 -2.8163 0.2706 0.3737 0.5506
H -0.1405 -0.7100 -3.6020 0.1011 0.0834 -0.2995
H -1.1512 -1.7415 -3.1477 -0.2280 -0.2392 0.0230
O 0.7441 2.8319 -1.2612 -0.3628 -0.6457 0.2816
H 1.4811 3.4234 -1.1090 0.2155 0.2804 0.1042
H 1.0833 2.1783 -1.8727 0.2166 0.1458 -0.5008
O -1.6940 -1.4959 0.8079 0.5396 0.2319 -0.3248
H -1.6894 -0.7520 1.4103 -0.0915 0.0798 0.3397
H -2.6121 -1.5950 0.5559 -0.3338 -0.1615 -0.1328
O -0.4632 1.2607 1.8043 -0.0249 -0.3848 -0.5828
H 0.3709 1.2634 2.2737 0.3522 0.1541 0.2327
H -1.1104 1.0173 2.4662 -0.2590 0.2100 0.3290
O 1.7298 -1.2395 1.3950 -0.2802 0.4663 -0.3922
H 2.2917 -1.9567 1.1015 0.2192 -0.2279 -0.1270
H 1.5598 -1.4299 2.3175 -0.0970 -0.0785 0.2702
```
Positions in Å, forces in eV/Å.

LUMO, eV: -3.48
Charge: +1
HOMO energy, eV: -15.48

Number 1: energy -4361.200 eV. Number 2: energy -46859.828 eV. Number 3: energy -26721.093 eV. Number 4: energy -44209.451 eV. Number 5: energy -48657.866 eV. Number 6: energy -10601.527 eV. Number 7: energy -7789.443 eV. Number 8: energy -7788.064 eV. Number 9: energy -14812.206 eV.